1.
Molecular formula: C25H23CaF5IN3O9P2S3
Method: DFT, ωB97M-V/def2-TZVPD

Geometry as XYZ:
```
72
Properties=species:S:1:pos:R:3
Ca -0.25536 -0.33792 0.29911
C 2.67986 -4.58669 -0.50700
C 1.27441 -4.46891 0.06550
O 1.00920 -5.53733 0.99028
P -0.02837 -4.66385 -1.29556
O 1.04083 -3.06018 -2.90681
O -1.38815 -4.52351 -0.45454
O -0.07183 -3.14868 -1.98756
P 1.07314 -2.88575 0.93334
O 1.87584 -3.12149 2.29839
O -0.39608 -2.60926 1.19386
O 1.69234 -1.76369 0.14695
H 2.78806 -5.54735 -1.02171
H 3.41519 -4.53262 0.29814
H 2.86867 -3.78863 -1.22345
H 0.95605 -6.35296 0.47533
H 1.27236 -2.10760 -2.78129
H -1.34100 -3.77147 0.18700
H 2.11987 -2.24814 2.67771
C 7.07453 2.09778 -0.21796
C 5.85652 1.76224 0.60166
C 4.88395 0.89763 0.11098
C 3.76304 0.57828 0.86204
C 3.60855 1.14321 2.11906
C 4.56447 2.01005 2.62983
C 5.68513 2.31007 1.87120
S 2.12588 0.81643 3.04400
O 2.15134 1.72409 4.17030
O 2.11471 -0.60150 3.39544
N 0.92975 1.02203 2.04814
C 0.52397 2.25618 1.57594
C 0.97556 3.51891 1.98662
C 0.39936 4.63143 1.41092
C -0.60525 4.49288 0.45909
C -0.97448 3.21124 0.10061
N -0.41422 2.12960 0.62891
H 6.90856 1.87522 -1.27174
H 7.94025 1.51799 0.11283
H 7.33199 3.15449 -0.12775
H 4.97785 0.47651 -0.88365
H 3.01898 -0.09570 0.45485
H 4.40859 2.45162 3.60503
H 6.42977 2.99585 2.26233
H 1.72743 3.59934 2.75662
H 0.72860 5.61911 1.71355
H -1.07810 5.35139 0.00307
H -1.74280 3.02064 -0.64086
S -2.43842 1.47498 3.89927
C -2.35113 -0.19715 3.89389
N -1.13703 -0.83370 3.88506
C -0.95539 -2.17203 3.95904
C -2.02320 -3.00631 4.03514
C -3.31024 -2.42735 3.98145
C -3.47278 -1.07700 3.90891
H -0.32037 -0.23379 3.81128
H 0.06893 -2.50975 3.91687
H -1.87391 -4.07455 4.05387
H -4.18329 -3.06929 3.98160
H -4.44947 -0.62108 3.85136
F 2.23826 4.60140 -5.74304
C 2.08473 3.55446 -4.90940
C 1.97531 2.26905 -5.40305
F 2.02215 2.06626 -6.73348
C 1.81753 1.20364 -4.53724
F 1.72094 -0.01401 -5.09336
C 1.75550 1.34491 -3.14708
S 1.61527 -0.01387 -2.07313
C 1.88382 2.66252 -2.69428
F 1.89479 2.91979 -1.38346
C 2.04197 3.74320 -3.54115
F 2.16717 4.98675 -3.04456
I -3.12564 -0.42909 -0.85743
```

Summary:
relative energy (zero: lowest compared OMol25 entry of this formula, charge and spin): 0.00 kcal per mole
HOMO level: -2.75 eV
Kohn-Sham gap: 6.8 eV
charge: -2

Taken from the Löwdin analysis, the atomic charges in e are: number 1, Ca, carries 0.918; number 2, C, carries -0.101; number 3, C, carries -0.686; number 4, O, carries -0.098; number 5, P, carries 0.902; number 6, O, carries -0.148; number 7, O, carries -0.291; number 8, O, carries -0.396; number 9, P, carries 0.317; number 10, O, carries -0.140; number 11, O, carries -0.432; number 12, O, carries -0.478; number 13, H, carries 0.071; number 14, H, carries 0.081; number 15, H, carries 0.070; number 16, H, carries 0.068; number 17, H, carries -0.038; number 18, H, carries 0.028; number 19, H, carries 0.027; number 20, C, carries -0.063; number 21, C, carries -0.280; number 22, C, carries -0.025; number 23, C, carries -0.044; number 24, C, carries -0.262; number 25, C, carries -0.062; number 26, C, carries -0.056; number 27, S, carries 0.577; number 28, O, carries -0.324; number 29, O, carries -0.339; number 30, N, carries -0.201; number 31, C, carries -0.421; number 32, C, carries -0.013; number 33, C, carries -0.079; number 34, C, carries -0.087; number 35, C, carries -0.144; number 36, N, carries 0.006; number 37, H, carries 0.072; number 38, H, carries 0.075; number 39, H, carries 0.071; number 40, H, carries 0.113; number 41, H, carries 0.054; number 42, H, carries 0.104; number 43, H, carries 0.104; number 44, H, carries 0.093; number 45, H, carries 0.099; number 46, H, carries 0.090; number 47, H, carries 0.100; number 48, S, carries 0.537; number 49, C, carries -0.816; number 50, N, carries 0.063; number 51, C, carries -0.094; number 52, C, carries -0.077; number 53, C, carries -0.070; number 54, C, carries -0.110; number 55, H, carries 0.092; number 56, H, carries 0.111; number 57, H, carries 0.102; number 58, H, carries 0.102; number 59, H, carries 0.094; number 60, F, carries 0.083; number 61, C, carries -0.160; number 62, C, carries -0.158; number 63, F, carries 0.087; number 64, C, carries -0.246; number 65, F, carries 0.070; number 66, C, carries -0.541; number 67, S, carries 0.677; number 68, C, carries -0.246; number 69, F, carries 0.079; number 70, C, carries -0.155; number 71, F, carries 0.092; number 72, I, carries -0.350

***

2.
Molecular formula: C25H23Cl2N7O2SeTl
Method: DFT, ωB97M-V/def2-TZVPD

Geometry as XYZ:
```
61
Properties=species:S:1:pos:R:3
Tl 1.12437 0.11120 0.03291
Cl -2.18804 -6.20750 -1.86337
C -1.76934 -4.79367 -0.99254
C -1.42449 -3.66204 -1.67424
C -1.08728 -2.47715 -0.98802
N -0.67606 -1.37919 -1.63542
C -1.30396 -0.71291 -2.57149
O -2.54403 -0.72531 -2.77738
C -0.46018 0.22909 -3.38268
C -0.25217 0.00554 -4.73519
C 0.52843 0.91091 -5.43277
C 1.04145 2.01201 -4.76292
C 0.76526 2.15376 -3.41347
N 0.03630 1.27478 -2.72384
C -1.12777 -2.46887 0.44935
C -1.47482 -3.66619 1.12810
C -1.78300 -4.79770 0.43899
Cl -2.19458 -6.22769 1.29293
N -0.81533 -1.32622 1.06570
C -1.34836 -0.97212 2.27115
O -2.45199 -1.31049 2.67108
C -0.53929 -0.00003 3.09484
C -0.75100 0.05017 4.46507
C -0.03984 0.97657 5.20898
C 0.81964 1.84496 4.55335
C 0.95852 1.73062 3.17979
N 0.30873 0.81328 2.46511
H -1.41041 -3.66471 -2.75483
H -0.68779 -0.85991 -5.21604
H 0.73568 0.75804 -6.48360
H 1.64773 2.74675 -5.27361
H 1.14588 2.99982 -2.85337
H -1.50755 -3.66825 2.20740
H -1.46754 -0.62388 4.91193
H -0.16091 1.02864 6.28270
H 1.37525 2.59986 5.09235
H 1.60599 2.39750 2.62036
N -4.12655 1.11430 -1.23938
C -3.45946 2.43945 -1.44176
C -2.32801 2.66174 -0.43242
N -1.46140 1.50907 -0.22129
H -5.04909 1.10184 -1.67204
H -4.23871 0.88727 -0.25087
H -3.56743 0.34548 -1.70613
H -4.21105 3.22214 -1.35382
H -3.07506 2.44256 -2.46073
H -2.74706 2.97373 0.52583
H -1.72726 3.49133 -0.80532
H -1.22947 1.09468 -1.11895
H -1.88824 0.80073 0.36277
Se 3.55926 2.13686 0.09672
C 4.54967 0.83723 1.06419
C 4.48546 0.77664 2.45341
C 5.22871 -0.19601 3.10621
N 5.99902 -1.07689 2.47385
C 6.05993 -1.00774 1.14651
C 5.36062 -0.07371 0.39501
H 3.88292 1.47635 3.01474
H 5.20446 -0.26884 4.18770
H 6.70073 -1.73449 0.66067
H 5.45052 -0.05344 -0.68216
```

Summary:
relative energy (zero: lowest compared OMol25 entry of this formula, charge and spin): 36.14 kcal per mole
HOMO level (alpha / beta): -10.33 / -10.89 eV
Kohn-Sham gap (alpha / beta): 5.6 / 6.2 eV
charge: +1

Taken from the Löwdin analysis, the atomic charges in e are: number 1, Tl, carries 0.841; number 2, Cl, carries 0.735; number 3, C, carries -0.662; number 4, C, carries -0.028; number 5, C, carries -0.199; number 6, N, carries 0.102; number 7, C, carries -0.495; number 8, O, carries -0.010; number 9, C, carries -0.219; number 10, C, carries 0.009; number 11, C, carries -0.038; number 12, C, carries -0.043; number 13, C, carries -0.118; number 14, N, carries 0.063; number 15, C, carries -0.205; number 16, C, carries -0.025; number 17, C, carries -0.663; number 18, Cl, carries 0.728; number 19, N, carries 0.051; number 20, C, carries -0.463; number 21, O, carries 0.084; number 22, C, carries -0.203; number 23, C, carries 0.015; number 24, C, carries -0.031; number 25, C, carries -0.036; number 26, C, carries -0.139; number 27, N, carries 0.013; number 28, H, carries 0.126; number 29, H, carries 0.127; number 30, H, carries 0.117; number 31, H, carries 0.112; number 32, H, carries 0.113; number 33, H, carries 0.122; number 34, H, carries 0.125; number 35, H, carries 0.118; number 36, H, carries 0.114; number 37, H, carries 0.083; number 38, N, carries 0.181; number 39, C, carries -0.133; number 40, C, carries -0.227; number 41, N, carries 0.003; number 42, H, carries 0.169; number 43, H, carries 0.166; number 44, H, carries 0.116; number 45, H, carries 0.128; number 46, H, carries 0.130; number 47, H, carries 0.123; number 48, H, carries 0.121; number 49, H, carries -0.012; number 50, H, carries 0.048; number 51, Se, carries 0.671; number 52, C, carries -0.703; number 53, C, carries -0.115; number 54, C, carries -0.132; number 55, N, carries 0.074; number 56, C, carries -0.130; number 57, C, carries -0.111; number 58, H, carries 0.085; number 59, H, carries 0.111; number 60, H, carries 0.112; number 61, H, carries 0.101